# 1
Computed, not measured: a molecular structure, C20H31CaO8, with the ωB97M-V functional and the def2-TZVPD basis.

- total charge = +1
- HOMO-LUMO gap (eV) = 8.12
- relative energy (zero: lowest compared OMol25 entry of this formula, charge and spin) (eV) = 0.005
- highest occupied orbital energy (eV) = -9.9970

Structure (XYZ):
```
60
Properties=species:S:1:pos:R:3:forces:R:3:lowdin_charge:R:1
Ca 0.1228 0.2269 0.3468 -0.4 0.1 0.0 1.527
C -1.1018 -2.5554 -0.9014 -0.1 0.0 0.0 -0.129
C -0.1998 -3.2101 0.1340 0.0 0.0 0.0 -0.158
O 0.5817 -2.1742 0.6936 0.1 0.3 0.0 -0.240
C 1.6426 -2.5435 1.5652 0.0 -0.1 0.0 -0.140
C 2.6245 -1.3971 1.6205 0.0 0.1 0.1 -0.160
O 1.9143 -0.2195 2.0206 -0.2 0.0 -0.1 -0.218
C 2.7006 0.9703 1.9740 0.1 -0.1 0.0 -0.167
C 1.8419 2.1076 2.4616 -0.1 0.1 0.0 -0.150
O 0.7104 2.2321 1.5978 0.2 -0.2 0.0 -0.240
C -0.1446 3.3237 1.9083 0.0 0.0 0.0 -0.163
C -1.3263 3.2683 0.9638 -0.1 0.1 0.0 -0.160
O -1.9784 2.0046 0.9639 0.2 -0.1 0.0 -0.169
C -2.7468 1.6969 2.1167 0.0 0.0 0.0 -0.156
C -2.0091 0.7014 2.9929 0.1 0.0 0.0 -0.151
O -1.4792 -0.3703 2.2205 0.1 -0.1 -0.1 -0.214
C -2.3701 -1.4389 1.8992 0.0 0.0 0.1 -0.145
C -2.7857 -1.4053 0.4389 0.0 0.0 -0.1 -0.142
O -1.6733 -1.3245 -0.4472 0.2 0.0 0.1 -0.213
H -1.8951 -3.2426 -1.2075 0.0 0.0 0.0 0.140
H -0.5202 -2.2797 -1.7822 0.0 0.0 0.0 0.134
H 0.4391 -3.9460 -0.3653 0.0 0.0 0.0 0.144
H -0.7685 -3.7277 0.9146 0.0 0.0 0.0 0.128
H 2.1566 -3.4294 1.1807 0.0 0.0 0.0 0.142
H 1.2377 -2.7688 2.5573 0.0 0.0 0.0 0.142
H 3.0711 -1.2272 0.6381 0.0 0.0 0.0 0.124
H 3.4019 -1.6146 2.3594 0.0 0.0 0.0 0.143
H 3.0430 1.1410 0.9472 0.0 0.0 0.0 0.138
H 3.5734 0.8746 2.6277 0.0 0.0 0.0 0.145
H 2.4206 3.0359 2.4475 0.0 0.0 0.0 0.144
H 1.4930 1.9192 3.4828 0.0 0.0 0.0 0.141
H 0.3893 4.2693 1.7677 0.0 0.0 0.0 0.145
H -0.4513 3.2627 2.9595 0.0 0.0 0.0 0.130
H -0.9955 3.4138 -0.0632 0.0 0.0 0.0 0.125
H -2.0322 4.0637 1.2237 0.0 0.0 0.0 0.140
H -3.6927 1.2768 1.7669 0.0 0.0 0.0 0.131
H -2.9837 2.5972 2.6924 0.0 0.0 0.0 0.140
H -2.6611 0.3142 3.7812 0.0 0.0 0.0 0.139
H -1.1437 1.1629 3.4695 0.0 0.0 0.0 0.122
H -3.2589 -1.3966 2.5354 0.0 0.0 0.0 0.141
H -1.8391 -2.3611 2.1334 0.0 0.0 0.0 0.121
H -3.3861 -0.5200 0.2264 0.0 0.0 0.0 0.133
H -3.3900 -2.2888 0.2084 0.0 0.0 0.0 0.142
C -1.0482 2.0327 -3.7041 0.0 0.0 -0.1 -0.001
C -0.2755 1.2063 -2.7093 0.1 -0.1 0.1 -0.357
O -0.4787 1.4355 -1.5060 -0.1 0.1 -0.1 -0.095
C 0.6628 0.1961 -3.1710 -0.1 0.1 -0.1 -0.107
C 0.6123 -0.2082 -4.5239 0.0 -0.1 0.0 -0.044
C 1.4766 -1.1358 -5.0418 0.0 0.0 0.0 -0.091
C 2.4673 -1.6684 -4.2026 0.1 0.0 0.0 -0.075
C 2.5682 -1.2847 -2.8917 0.0 0.0 0.0 -0.018
C 1.6682 -0.3505 -2.3102 0.0 0.0 0.0 -0.370
O 1.7977 -0.0380 -1.0637 0.0 0.0 0.1 -0.229
H -1.5311 2.8482 -3.1729 0.0 0.0 0.0 0.085
H -1.8208 1.4218 -4.1764 0.0 0.0 0.0 0.097
H -0.4138 2.4195 -4.4996 0.0 0.0 0.0 0.094
H -0.1441 0.2158 -5.1706 0.0 0.0 0.0 0.106
H 1.4084 -1.4423 -6.0755 0.0 0.0 0.0 0.102
H 3.1715 -2.3896 -4.6000 0.0 0.0 0.0 0.108
H 3.3476 -1.6800 -2.2521 0.0 0.0 0.0 0.110
```
Positions in Å, forces in eV/Å.

# 2
Computed, not measured: a molecular structure, C20H31ClN2O6PV, with the ωB97M-V functional and the def2-TZVPD basis.

- HOMO-LUMO gap (eV) = 1.44
- highest occupied orbital energy (eV) = -7.3181

Structure (XYZ):
```
62
Properties=species:S:1:pos:R:3:forces:R:3:lowdin_charge:R:1
C -3.5877 -0.0513 0.3767 0.3 0.3 0.2 0.008
C -2.9444 0.5873 -0.6429 -0.2 0.1 0.0 -0.143
C -1.4475 0.8080 -0.7867 -1.0 0.8 1.0 -0.106
C -0.5879 0.5851 0.4911 0.9 1.3 -0.6 -0.345
C -1.0450 1.5188 1.6553 -0.2 -0.3 0.4 -0.099
C -1.5993 2.8606 1.1841 -0.2 -0.4 0.2 -0.237
N -0.9213 3.7855 0.6572 0.1 0.0 0.1 0.120
O 0.6486 1.2145 0.0918 -0.3 -1.1 0.8 -0.282
P 2.0668 0.2370 0.0900 0.9 1.1 0.2 0.551
N 2.5464 0.5586 1.7778 -0.6 -0.6 -0.1 -0.015
C 2.9820 1.8883 -0.2478 0.2 0.0 -0.6 -0.236
C 4.1688 2.2435 0.4171 0.3 -0.5 0.4 -0.088
C 4.8120 3.4541 0.2060 -0.2 -0.2 0.1 -0.091
C 4.2602 4.3406 -0.6832 0.2 1.2 -0.5 -0.090
C 3.0962 4.0337 -1.3925 0.2 0.0 0.3 -0.074
C 2.4845 2.8274 -1.1567 -0.8 -0.2 -0.3 -0.099
O 1.1714 -1.1028 0.7321 -0.4 0.6 -0.4 -0.242
C -0.2416 -0.9239 0.8553 0.1 -1.7 -0.3 -0.364
C -0.7067 -1.4257 2.2471 0.4 1.2 0.4 -0.140
C 0.0853 -0.8916 3.4611 -1.4 -0.9 0.8 -0.249
C -0.2834 -1.7627 4.6936 1.4 0.5 -0.5 -0.594
Cl -2.0113 -1.6767 5.1200 0.3 -0.1 0.0 0.565
C -0.8138 -1.9848 -0.1469 0.1 0.5 -1.0 -0.111
C 0.0571 -2.2359 -1.4002 -1.1 -1.0 -0.3 -0.158
C -0.7144 -3.2623 -2.2866 -0.3 -0.5 0.2 -0.095
C -1.8682 -2.6214 -3.0282 0.5 -0.7 -0.2 -0.505
O -1.7148 -2.1751 -4.1365 -0.4 0.4 -0.3 0.089
O -3.0883 -2.6028 -2.4081 0.8 0.5 0.4 0.083
H -3.5144 0.3248 1.4010 1.3 -1.2 0.1 0.060
H -4.1645 -0.9692 0.2419 -1.5 1.2 -0.3 0.070
H -3.5706 1.0127 -1.4424 0.4 -1.5 -0.9 0.111
H -1.2331 1.8075 -1.1847 0.1 -0.2 0.2 0.119
H -1.1355 0.1145 -1.5802 -0.1 0.0 0.2 0.115
H -0.1596 1.7481 2.2619 -0.1 -0.1 -0.2 0.108
H -1.7294 1.0111 2.3447 -0.1 0.2 -0.3 0.094
H -2.6749 3.0243 1.3320 0.2 0.0 -0.1 0.108
H 0.0590 3.4875 0.6106 0.0 0.1 -0.2 0.047
H 3.2551 -0.5372 -0.1610 -0.1 -0.1 0.7 0.045
H 1.7251 -0.0230 -1.2887 0.0 -0.1 -0.2 0.063
H 2.8438 -0.3143 2.2015 0.1 0.2 0.2 0.052
H 1.8275 1.0059 2.3360 0.3 0.3 0.0 0.047
H 4.6311 1.5842 1.1447 -0.2 -0.2 -0.2 0.092
H 5.7097 3.6827 0.7708 -0.1 0.1 -0.1 0.105
H 4.7227 5.3113 -0.8517 0.0 -0.1 0.1 0.104
H 2.6478 4.7313 -2.0931 0.2 0.0 0.1 0.107
H 1.5649 2.6390 -1.7064 0.1 -0.2 0.2 0.104
H -1.7615 -1.1466 2.3614 0.1 -0.2 0.0 0.091
H -0.6642 -2.5172 2.3308 0.1 0.2 -0.5 0.117
H -0.1994 0.1270 3.7425 0.4 0.0 -0.3 0.094
H 1.1646 -1.0087 3.3497 -0.2 0.2 -0.2 0.096
H 0.0357 -2.7895 4.4919 -0.5 0.0 0.1 0.077
H 0.3441 -1.4092 5.5191 -0.6 -0.1 0.2 0.074
H -0.9532 -2.9673 0.3175 0.2 0.3 0.3 0.123
H -1.8060 -1.7041 -0.5199 0.1 0.0 0.4 0.083
H 0.9975 -2.7346 -1.1583 0.0 0.5 0.1 0.120
H 0.2115 -1.3457 -2.0152 0.3 -0.1 0.3 0.094
H -1.0771 -4.0970 -1.6687 -0.1 0.3 0.0 0.126
H -0.0627 -3.7277 -3.0329 -0.1 0.4 0.0 0.125
H -3.4211 -1.6970 -2.5248 -0.4 -0.3 -0.3 0.117
O -1.8759 -4.9732 -6.7115 -1.5 1.5 -1.1 -0.551
V -2.7802 -3.5773 -7.0227 0.6 0.9 1.5 1.157
O -3.7604 -2.2989 -7.5358 1.1 -2.2 0.0 -0.546
```
Positions in Å, forces in eV/Å.

# 3
Computed, not measured: 4 unconnected molecules or ions with the total composition C20H31ClO11, with the ωB97M-V functional and the def2-TZVPD basis.

- SMILES string = CC(=O)OCCOC(=O)OC[C@H](C)Cl.O=C1CCCO1.O=C1CCCO1.O=C1CCCO1
- HOMO-LUMO gap (eV) = 10.32
- highest occupied orbital energy (eV) = -9.9461

Structure (XYZ):
```
63
Properties=species:S:1:pos:R:3:forces:R:3:lowdin_charge:R:1
C -2.5512 1.7127 -1.6754 0.1 -0.7 -0.9 0.023
C -2.9318 1.9813 -3.1148 -0.1 0.5 -0.1 -0.509
O -2.8726 3.0666 -3.6122 0.1 0.0 -0.1 0.139
O -3.3960 0.8993 -3.8460 0.3 -0.3 0.5 -0.026
C -2.4743 0.2236 -4.7023 -0.2 0.1 -0.5 -0.131
C -1.0490 0.2496 -4.1930 0.1 -0.2 -0.1 -0.133
O -0.2981 -0.6593 -5.0433 -0.3 0.1 0.4 0.050
C 0.8419 -1.1142 -4.5136 0.2 -0.3 0.0 -0.586
O 1.2240 -2.2341 -4.6643 0.0 0.1 -0.1 0.173
O 1.5281 -0.2033 -3.7608 -0.3 0.2 -0.2 -0.026
C 2.4446 0.6170 -4.5058 0.4 -0.1 0.1 -0.190
C 2.2368 2.1008 -4.2635 0.0 0.0 0.3 -0.671
C 1.8150 2.4382 -2.8258 0.2 0.1 -0.1 -0.096
Cl 1.0642 2.7933 -5.4408 0.1 0.0 -0.1 0.646
H -1.4797 1.9108 -1.6094 0.0 0.2 0.2 0.088
H -3.0965 2.3563 -0.9954 0.1 0.1 0.0 0.077
H -2.7063 0.6580 -1.4537 -0.1 0.1 0.3 0.091
H -2.8104 -0.8101 -4.7758 0.0 0.0 0.1 0.136
H -2.5212 0.6544 -5.7064 0.1 0.1 0.0 0.138
H -1.0180 -0.1272 -3.1707 0.1 0.1 0.1 0.137
H -0.6038 1.2386 -4.2583 -0.1 0.0 0.1 0.071
H 2.4052 0.3797 -5.5691 -0.1 0.0 0.0 0.132
H 3.4493 0.3643 -4.1562 -0.1 0.0 0.1 0.137
H 3.1822 2.5942 -4.4788 0.0 0.0 -0.2 0.096
H 1.9666 1.5917 -2.1576 -0.1 0.0 0.0 0.081
H 0.7698 2.7375 -2.7979 0.0 -0.1 0.1 0.058
H 2.4080 3.2673 -2.4427 -0.1 0.1 -0.1 0.079
O -3.3184 2.2914 1.2695 0.1 0.1 0.1 0.100
C -2.5419 1.5179 1.7557 -0.2 -0.1 -0.1 -0.486
O -1.2101 1.6004 1.5315 0.1 0.0 0.0 0.020
C -0.5350 0.4780 2.1465 0.1 0.1 0.1 -0.146
C -1.4777 -0.0044 3.2362 -0.1 0.0 0.1 -0.150
C -2.8426 0.3260 2.6412 0.3 0.1 0.1 -0.063
H -0.3670 -0.2731 1.3834 0.0 -0.1 0.0 0.092
H 0.4238 0.8176 2.5382 0.0 0.2 -0.1 0.118
H -1.3405 -1.0549 3.4789 0.0 0.0 -0.1 0.116
H -1.3218 0.5749 4.1476 0.0 0.0 0.0 0.106
H -3.2177 -0.4817 2.0100 0.0 0.0 0.0 0.129
H -3.5910 0.5872 3.3842 -0.1 0.0 -0.1 0.126
O 0.5573 -0.9910 5.9372 -0.1 0.1 0.0 0.123
C 1.1003 0.0622 6.0908 0.2 -0.2 -0.2 -0.495
O 0.4226 1.2243 6.2477 0.0 0.0 0.0 0.015
C 1.3381 2.3327 6.3020 0.1 0.1 0.0 -0.151
C 2.6729 1.7290 6.7251 0.0 -0.1 0.0 -0.152
C 2.5932 0.3339 6.1080 0.0 0.3 0.3 -0.075
H 1.3845 2.7873 5.3099 0.0 0.0 0.0 0.126
H 0.9499 3.0637 7.0065 -0.1 0.0 0.0 0.125
H 3.5270 2.3174 6.3967 0.0 0.0 0.0 0.115
H 2.7141 1.6496 7.8121 0.0 0.0 0.0 0.118
H 2.9544 0.3185 5.0783 0.0 -0.1 0.0 0.129
H 3.1092 -0.4281 6.6845 0.0 -0.1 -0.1 0.125
O -1.1309 -2.2912 0.8567 -0.1 -0.2 -0.1 0.110
C -0.5659 -3.2001 0.3136 0.1 0.2 0.1 -0.472
O -0.9658 -4.4798 0.4428 0.0 0.0 0.0 0.037
C -0.0474 -5.3599 -0.2347 0.1 -0.1 -0.1 -0.145
C 0.6576 -4.4855 -1.2652 0.0 0.1 0.0 -0.146
C 0.6673 -3.1314 -0.5636 -0.1 -0.2 -0.2 -0.068
H 0.6422 -5.7666 0.5079 0.0 0.0 0.0 0.127
H -0.6160 -6.1761 -0.6728 -0.1 0.0 0.1 0.125
H 1.6432 -4.8554 -1.5365 0.0 0.0 0.0 0.118
H 0.0607 -4.4229 -2.1751 0.0 0.0 0.0 0.119
H 1.5377 -3.0062 0.0836 0.0 0.0 0.0 0.134
H 0.6066 -2.2903 -1.2451 0.0 0.2 0.0 0.116
```
Positions in Å, forces in eV/Å.

# 4
Computed, not measured: a molecular structure, C20H31EuI2NO3S2Yb, with the ωB97M-V functional and the def2-TZVPD basis.

- multiplicity = 8
- total charge = +4
- HOMO-LUMO gap (alpha / beta) (eV) = 4.50 / 4.38
- highest occupied orbital energy (alpha / beta) (eV) = -19.2461 / -19.3071

Structure (XYZ):
```
61
Properties=species:S:1:pos:R:3:forces:R:3:lowdin_charge:R:1
I 0.3713 2.9194 -2.7191 -1.4 1.1 0.4 0.419
I 1.8582 0.6600 -3.2459 1.2 -1.8 -0.6 0.432
Eu 2.2567 -2.9991 0.4400 -0.8 1.9 -1.1 1.689
Yb -0.0014 0.4964 -0.3371 0.6 1.2 0.9 1.006
S 0.1825 -2.0283 -1.2370 1.5 -0.2 1.1 0.351
S 2.5022 -0.1557 0.2954 -0.5 -2.0 -0.3 0.356
C -2.3496 -0.1110 0.4423 -4.5 -1.2 1.2 -0.012
C -0.9977 -3.2163 -2.0192 -0.8 -0.6 -0.1 -0.910
C 3.8832 0.9391 0.8851 0.8 0.5 0.7 -0.877
C -0.2348 -4.5065 -2.2692 0.5 -0.2 -0.1 -0.110
C -2.1496 -3.4827 -1.0618 -0.3 0.0 0.2 -0.090
C -1.4673 -2.5775 -3.3181 0.0 0.3 -0.3 -0.090
C 5.1846 0.1795 0.6355 -0.1 -0.2 -0.1 -0.100
C 3.6865 1.2149 2.3731 0.0 0.2 0.1 -0.085
C 3.8532 2.2351 0.0782 -0.4 0.0 -0.3 -0.095
C 0.0060 -3.2147 1.6685 -4.5 -0.4 2.7 -0.119
C 2.0559 -2.0437 2.8250 -0.8 3.1 4.3 -0.105
O -3.3969 -0.4111 0.8137 4.0 1.2 -1.4 0.184
O -0.9853 -3.2102 2.2668 4.3 0.0 -2.6 0.171
O 1.7833 -1.3996 3.7452 1.2 -2.9 -3.8 0.167
H 0.1255 -4.9497 -1.3207 -0.2 0.0 -0.2 0.069
H 0.6369 -4.3473 -2.9166 -0.2 -0.1 0.0 0.092
H -0.9015 -5.2429 -2.7467 0.3 0.2 0.2 0.125
H -1.7826 -3.8155 -0.0832 -0.2 -0.1 -0.3 0.051
H -2.7831 -4.2822 -1.4820 0.2 0.3 0.2 0.127
H -2.7725 -2.5953 -0.8971 0.1 -0.2 -0.2 0.075
H -1.9791 -1.6202 -3.1443 0.0 -0.3 0.0 0.087
H -2.1697 -3.2488 -3.8375 0.2 0.2 0.2 0.126
H -0.6215 -2.3763 -3.9855 -0.2 -0.2 0.0 0.089
H 6.0424 0.8014 0.9211 -0.2 -0.1 0.0 0.122
H 5.2842 -0.0846 -0.4190 0.1 0.1 0.0 0.086
H 5.2191 -0.7416 1.2299 0.1 0.1 0.0 0.078
H 4.4448 1.9482 2.7060 -0.3 -0.4 -0.1 0.125
H 3.8203 0.3050 2.9611 0.1 0.1 0.0 0.073
H 2.6894 1.6189 2.5817 0.2 0.0 0.0 0.069
H 4.6632 2.8996 0.4187 -0.2 -0.3 -0.1 0.126
H 2.9003 2.7713 0.2072 0.3 -0.2 0.0 0.044
H 3.9734 2.0388 -0.9938 0.2 0.1 0.2 0.072
C -1.4323 4.4802 0.4990 -0.7 0.3 -0.4 0.013
N 0.0245 4.2824 0.3082 0.7 -0.3 -0.1 -0.255
C 0.6674 5.3998 -0.4634 -0.4 0.2 0.0 -0.044
C 0.7508 4.0565 1.6255 0.0 0.0 0.1 -0.080
C 0.0607 2.9885 2.4439 -0.4 0.9 1.1 -0.282
C -0.5381 3.3376 3.6851 0.5 0.0 -1.0 0.016
C -1.1657 2.3517 4.4433 0.0 -0.1 0.2 -0.021
C -1.1961 1.0400 3.9816 -0.1 -0.3 -0.4 -0.030
C -0.6912 0.7334 2.6915 -0.6 0.1 1.7 -0.224
C -0.0607 1.6968 1.9546 0.3 -0.4 -3.0 -0.228
H -1.5910 5.2978 1.2167 0.0 -0.3 -0.3 0.136
H -1.8876 3.5531 0.8706 0.2 0.4 0.0 0.099
H -1.8863 4.7411 -0.4765 0.3 0.0 0.5 0.118
H 0.1592 3.4271 -0.2823 -0.2 0.9 0.8 -0.044
H 0.6821 6.2871 0.1746 0.0 -0.1 -0.2 0.128
H 1.6777 5.1071 -0.7414 0.0 0.1 0.1 0.091
H 0.0749 5.5859 -1.3715 0.2 0.1 0.4 0.079
H 1.7900 3.7764 1.3830 -0.5 0.2 0.1 0.111
H 0.7684 5.0284 2.1381 0.0 -0.3 -0.1 0.151
H -0.5210 4.3864 4.0197 0.0 -0.6 0.0 0.141
H -1.6383 2.6167 5.3937 0.2 -0.2 -0.3 0.139
H -1.6347 0.2537 4.5957 0.0 0.2 -0.1 0.126
H -0.8545 -0.2821 2.3154 0.2 -0.1 0.1 0.038
```
Positions in Å, forces in eV/Å.

Number 1: electronic energy -2060.13875 Eh. Number 2: electronic energy -3086.72635 Eh. Number 3: electronic energy -2068.54535 Eh. Number 4: electronic energy -4320.28825 Eh.